(1)
C8H14O | ωB97M-V/def2-TZVPD

HOMO level (spin up / spin down)   -7.5 / -7.0 eV
Energy relative to the best compared isomer or geometry (same formula, charge and spin)   100.94 kcal/mol

```
! wB97M-V def2-TZVPD RIJCOSX def2/J DEFGRID3
* xyz 0 1
C 0.9434 1.2338 -0.4377
C -0.1256 1.4570 0.5914
C -0.7463 -0.2385 -2.0215
C 0.2432 -0.6907 1.9141
C 0.2221 -0.4791 -0.8793
C -0.5888 -0.0189 0.8219
C 1.0720 -1.5234 -0.9855
C -1.9759 -0.2405 0.8304
O 2.2480 1.1359 -0.0232
H 2.3148 1.3046 0.9267
H 0.8809 1.7750 -1.3768
H -0.9358 2.0496 0.1657
H 0.2399 1.9226 1.5108
H -1.5949 -0.9239 -1.9676
H -1.1726 0.7669 -2.0265
H -0.2558 -0.4096 -2.9838
H 1.3192 -0.6090 1.7361
H 0.0336 -0.2242 2.8782
H 0.0037 -1.7539 1.9608
H 1.8242 -1.7287 -0.2337
H 1.0999 -2.1429 -1.8751
H -2.3641 -1.2395 0.6764
H -2.6851 0.5774 0.7986
*
```

(2)
C8H14O2 | ωB97M-V/def2-TZVPD

SMILES string   CCc1ccccc1.O.O
HOMO level   -9.2 eV
Energy relative to the best compared isomer or geometry (same formula, charge and spin)   38.69 kcal/mol

```
! wB97M-V def2-TZVPD RIJCOSX def2/J DEFGRID3
* xyz 0 1
C -2.3333 1.8071 -0.4169
C -2.1664 0.4499 0.1481
C -0.0238 0.2310 -1.1284
C -1.0469 -0.3200 -0.3224
C -0.9632 -1.6164 0.1358
C 0.1528 -2.3889 -0.1768
C 1.1507 -1.9119 -1.0363
C 1.0223 -0.5685 -1.5368
H -3.1836 2.2194 -0.0743
H -2.2814 1.7504 -1.6050
H -1.4735 2.4642 0.0619
H -2.1859 0.6153 1.3189
H -3.2184 0.1613 -0.1689
H -0.0960 1.1928 -1.6626
H -1.8108 -2.1663 0.6067
H 0.1986 -3.3904 0.2013
H 2.0287 -2.4299 -1.3585
H 1.6566 -0.1210 -2.2500
H 1.1615 1.0826 1.8764
H 2.2518 1.3276 2.7577
O 1.4052 1.7475 2.4857
H 3.6755 -0.6838 0.6168
H 2.6714 0.4467 0.5792
O 3.4082 0.1012 0.9484
*
```

(3)
C8H15B3N2O7PdS2 | ωB97M-V/def2-TZVPD

HOMO level   -14.8 eV

```
! wB97M-V def2-TZVPD RIJCOSX def2/J DEFGRID3
* xyz 2 1
C 0.3960 -1.7689 1.5313
B 0.2489 -0.2369 1.0995
O -0.8056 0.5408 1.6213
B -0.7943 1.7243 0.8343
C -2.0795 2.1146 -0.0057
C -3.2277 1.0928 0.3466
C -2.9984 -0.1917 -0.4442
S -4.4236 -1.3048 -0.3551
O -5.6629 -0.6471 -0.4504
O -4.2938 -2.1901 0.8288
O -4.2952 -2.2794 -1.6410
O 0.4194 2.4332 0.8390
B 1.4449 1.6261 0.4276
C 2.9303 2.1253 0.1688
C 3.2335 1.8616 -1.3595
S 4.6620 0.7774 -1.6757
C 4.2286 -0.8008 -1.0946
N 3.9729 -1.9260 -1.7765
N 3.6614 -2.8896 -0.9476
C 3.7170 -2.3309 0.2614
O 4.0716 -1.0674 0.2304
O 1.1514 0.2658 0.1727
H -0.3799 -2.3650 0.9625
H 0.3287 -1.8836 2.6252
H 1.3857 -2.1376 1.2210
H -2.4188 3.1501 0.1457
H -1.8281 2.0693 -1.0825
H -4.1670 1.5726 0.0458
H -3.2380 0.9265 1.4288
H -2.8634 0.0865 -1.5021
H -2.1200 -0.7860 -0.1154
H -4.0199 -1.6794 -2.3585
H 3.0446 3.1850 0.4266
H 3.6132 1.5614 0.8220
H 3.4874 2.8312 -1.8068
H 2.3169 1.5193 -1.8558
H 3.5263 -2.7190 1.2571
Pd -2.2247 -2.2595 1.1748
*
```

(4)
C8H15BaNO2 | ωB97M-V/def2-TZVPD

HOMO level   -14.8 eV

```
! wB97M-V def2-TZVPD RIJCOSX def2/J DEFGRID3
* xyz 2 1
O 2.7815 -1.2942 1.3478
C 2.2651 -0.3160 0.8911
N 2.9089 1.0402 0.8712
C 2.3271 1.7482 -0.3156
C 1.5106 0.6296 -1.0531
C 0.9534 -0.1300 0.1602
C 0.1854 -1.3953 -0.1771
C -1.3042 -1.3945 0.2203
C -1.9798 -0.0360 0.3107
C -3.4950 -0.1828 0.3775
O -4.0746 -0.3572 -0.9003
H 2.6669 1.6045 1.6770
H 1.5846 2.4735 -0.0089
H 3.0756 2.3166 -0.9014
H 2.2518 -0.0057 -1.5629
H 0.7916 0.9742 -1.7786
H 0.4424 0.5909 0.7937
H 0.2809 -1.6266 -1.2319
H 0.6692 -2.2160 0.3467
H -1.4461 -1.9431 1.1432
H -1.8309 -1.9648 -0.5393
H -1.6664 0.4736 1.2245
H -1.7081 0.6077 -0.5249
H -3.7392 -1.0599 0.9635
H -3.9279 0.6798 0.8770
H -4.0747 0.4869 -1.3415
Ba 4.5518 0.2965 -0.8691
*
```

(5)
C8H15BrSi | ωB97M-V/def2-TZVPD

SMILES string   C=[Si](C)C(C)(C)C.C#CBr
HOMO level (spin up / spin down)   -7.9 / -7.9 eV
Energy relative to the best compared isomer or geometry (same formula, charge and spin)   98.44 kcal/mol

```
! wB97M-V def2-TZVPD RIJCOSX def2/J DEFGRID3
* xyz 0 1
C -2.2508 2.4682 2.4505
C -2.1784 1.5100 3.1815
C 0.9265 1.1271 0.7029
C 1.0506 -1.4006 0.7779
C 2.2133 -0.2030 -1.1267
C -1.3158 -1.9390 -1.2244
C -1.2579 1.1978 -2.1135
C 0.9816 -0.1771 -0.2051
Si -0.5891 -0.2017 -1.2745
Br -1.9411 0.0997 4.4061
H -0.0074 0.9630 1.2681
H 1.7429 0.9130 1.4690
H 1.1530 2.0075 0.1256
H 1.1565 -2.3884 0.3438
H 0.2457 -1.4982 1.5409
H 1.9823 -1.2664 1.4556
H 3.1772 0.0257 -0.6380
H 2.1739 -1.1624 -1.6732
H 2.0414 0.6787 -1.8455
H -1.0536 -2.2070 -2.2614
H -0.9492 -2.6273 -0.4151
H -2.3489 -2.0181 -1.3423
H -2.2138 1.0273 -2.5930
H -2.0184 3.1547 1.6860
H -0.7206 1.9167 -2.6950
*
```

(6)
C8H15ClHgN4Si | ωB97M-V/def2-TZVPD

HOMO level   -15.8 eV

```
! wB97M-V def2-TZVPD RIJCOSX def2/J DEFGRID3
* xyz 2 1
C 3.0564 -1.7839 0.2843
C 3.9270 -0.5885 0.6837
Cl 5.5409 -0.8320 0.0048
C 3.3389 0.7675 0.2446
C 1.8625 0.7268 0.0869
N 1.0986 0.4637 1.1384
N -0.1666 0.4255 1.0165
C -0.7547 0.6532 -0.1647
Si -2.6812 0.5728 -0.3461
C -3.4570 1.1124 1.2426
C -3.1177 -1.2420 -0.6593
C -3.2204 1.5535 -1.8121
N 0.0390 0.9085 -1.2184
N 1.3073 0.9409 -1.0971
H 2.3582 -2.0383 1.1102
H 2.4903 -1.6914 -0.6401
H 3.7566 -2.6515 0.0594
H 4.0653 -0.5643 1.7552
H 3.6015 1.4942 0.9986
H 3.7970 1.0588 -0.6871
H -3.1937 2.1172 1.5390
H -4.5273 1.0777 1.0835
H -3.2331 0.4200 2.0419
H -2.2603 -1.8756 -0.8290
H -3.7846 -1.2728 -1.5070
H -3.6768 -1.5994 0.1940
H -3.0822 2.6193 -1.6837
H -2.6953 1.2638 -2.7128
H -4.2724 1.3718 -1.9803
Hg 3.8835 -3.4079 1.8539
*
```

(7)
C8H15ClI2N2OPSW | ωB97M-V/def2-TZVPD

HOMO level (spin up / spin down)   -19.4 / -19.4 eV
⟨S²⟩   2.294

```
! wB97M-V def2-TZVPD RIJCOSX def2/J DEFGRID3
* xyz 3 3
I 2.8503 0.4372 0.8162
I 0.6042 -2.4133 -0.1289
W 0.1155 0.6688 -0.5624
P 1.8294 -0.2924 -2.2707
C 3.1247 -1.4769 -1.6838
C 1.1235 -1.2394 -3.6548
H 2.1537 1.6888 -3.6789
H 3.4064 0.4437 -3.9563
H 3.4821 1.4906 -2.5213
C 2.7959 0.9441 -3.1822
H 0.3184 -0.6949 -4.1679
H 1.9139 -1.4920 -4.3853
H 3.7727 -1.8466 -2.4917
H 2.6453 -2.3296 -1.1446
H 0.6947 -2.1833 -3.2955
H 3.7607 -1.0724 -0.8670
C 0.4558 -0.1235 1.4448
O 0.1755 -0.2550 2.6063
Cl -0.8641 1.4914 -2.4565
C -1.7333 1.8721 3.8020
N -2.5018 0.9149 3.0146
C -3.3988 -0.0462 3.4933
C -3.7851 -0.7871 2.4235
N -3.1046 -0.2704 1.3163
C -2.3581 0.7722 1.6955
S -1.3821 1.8665 0.7059
H -0.6741 1.6380 3.7261
H -1.9068 2.8842 3.4365
H -2.1246 1.7271 4.8009
H -3.6937 -0.1192 4.5130
H -4.4885 -1.5894 2.2947
H -3.2069 -0.6077 0.3582
*
```

(8)
C8H15ClO | ωB97M-V/def2-TZVPD

SMILES string   CC(C)(C)C=O.C=CCCl
HOMO level   -9.8 eV
Energy relative to the best compared isomer or geometry (same formula, charge and spin)   36.55 kcal/mol

```
! wB97M-V def2-TZVPD RIJCOSX def2/J DEFGRID3
* xyz 0 1
C 2.8414 2.1914 -1.5377
C 1.7255 2.5541 -2.1481
C -2.2753 -2.0548 0.3025
C 0.1803 -2.0692 1.0236
C -1.2919 -0.0670 1.4782
C 0.5600 3.3889 -1.5553
C -0.5953 -0.6028 -0.6957
C -1.0573 -1.1922 0.5678
O -0.3326 0.5547 -0.8070
Cl 0.4895 4.9505 -2.4015
H 3.5261 1.6820 -2.0898
H 2.9402 2.3682 -0.3874
H 1.5619 2.4623 -3.1780
H -3.2996 -1.5063 0.1879
H -2.4959 -2.7573 1.1930
H -2.1208 -2.4745 -0.7152
H 1.1672 -1.5548 0.9744
H 0.1132 -2.5348 2.0231
H 0.1175 -2.9744 0.2988
H -1.8117 0.8445 0.9424
H -0.3858 0.3430 2.0178
H -2.1797 -0.2917 2.1809
H -0.5153 2.9665 -1.6374
H -0.4564 -1.4497 -1.5447
H 0.8701 3.6481 -0.5899
*
```

(9)
C8H15FNO2S | ωB97M-V/def2-TZVPD

HOMO level   -3.1 eV
Energy relative to the best compared isomer or geometry (same formula, charge and spin)   45.21 kcal/mol

```
! wB97M-V def2-TZVPD RIJCOSX def2/J DEFGRID3
* xyz -1 1
C -3.0172 -0.4877 -0.2306
C -2.3870 -1.8630 0.0297
C -2.0073 0.4466 0.4788
C -0.8893 -1.6108 -0.3161
C -0.6578 -0.2168 0.3059
C 1.9025 2.3011 -0.9313
C 2.7572 0.4554 1.0156
C 1.0431 1.4607 0.0331
N 0.2113 0.5187 -0.5915
O 1.9901 -1.8504 0.7642
O 2.3617 -0.6149 -1.3668
F 0.3311 2.2087 1.0177
S 2.8828 -1.0532 -0.0059
H -3.2255 -0.3472 -1.3337
H -4.0517 -0.5201 0.2467
H -2.3471 -2.2309 1.1452
H -2.9034 -2.7256 -0.5275
H -2.2054 1.4388 0.0493
H -2.2564 0.4713 1.5744
H -0.2641 -2.3631 0.1416
H -0.6943 -1.4552 -1.3369
H -0.1781 -0.4133 1.2874
H 2.6110 2.9327 -0.4323
H 2.4105 1.4005 -1.3719
H 1.4045 2.9289 -1.5945
H 2.7929 0.0485 2.0683
H 3.4700 1.1875 0.9623
H 0.9161 -0.0469 -1.0812
*
```